1.
{"formula": "C4H7NO2", "method": "ωB97M-V/def2-TZVPD", "species": ["O", "C", "C", "N", "C", "C", "O", "H", "H", "H", "H", "H", "H", "H"], "positions_angstrom": [[2.2883, 0.0522, 0.8396], [0.9129, 0.1258, 0.9745], [0.1564, 1.2345, 0.3395], [-0.9794, 0.7065, -0.0425], [-1.1012, -0.6705, 0.0588], [0.1609, -1.1411, 0.5010], [0.6978, -2.2434, 0.5735], [2.4592, -0.9072, 0.7930], [0.6001, 0.1940, 2.0432], [0.3390, 2.2988, 0.3103], [-0.6526, 0.3459, -2.8986], [-1.7474, 1.2938, -0.3376], [-1.2168, -0.1063, -2.7269], [-1.9173, -1.1831, -0.4278]], "forces_ev_per_a": [[0.0, -0.2, 0.0], [-0.1, 0.0, -0.1], [-0.2, -0.1, 0.0], [0.1, 0.2, 0.1], [0.1, -0.1, 0.0], [0.0, -0.1, 0.1], [-0.2, 0.3, -0.1], [0.1, 0.1, 0.0], [0.0, 0.0, -0.1], [0.0, -0.1, 0.1], [0.0, 0.0, 0.0], [0.0, -0.1, -0.2], [0.1, 0.0, -0.1], [0.1, 0.1, 0.1]], "total_charge": 0, "relative_energy_kj_mol": 342.7, "orbital_gap_ha": [0.295, 0.294], "homo_ev": [-7.9, -7.9], "lumo_ha": [0.0047, 0.0047], "total_energy_ha": -361.75033}

2.
{"formula": "C4H7NO2", "method": "ωB97M-V/def2-TZVPD", "species": ["O", "N", "C", "C", "C", "C", "O", "H", "H", "H", "H", "H", "H", "H"], "positions_angstrom": [[-0.6111, -2.2352, -1.1983], [-1.2939, -1.2766, -0.4766], [-0.5308, -0.3054, -0.2015], [-0.8671, 0.9823, 0.5359], [0.4814, 1.3810, -0.0439], [1.0329, -0.0155, -0.1284], [1.7543, -0.5149, 0.9553], [-1.2437, -2.9612, -1.2353], [-0.9373, 0.8096, 1.6134], [-1.7162, 1.5898, 0.2039], [1.0843, 2.2022, 0.4331], [-0.0968, 0.8383, -1.2158], [1.6235, -0.2563, -1.0130], [1.3205, -0.2381, 1.7712]], "forces_ev_per_a": [[0.1, -0.7, 0.0], [-0.1, 0.6, -0.3], [-0.3, -1.5, 1.5], [-0.3, -0.3, 0.3], [-0.4, -0.3, -1.1], [-0.3, -0.5, -0.4], [-0.2, -0.1, 0.4], [0.1, 0.0, -0.1], [0.1, 0.2, 0.1], [0.1, -0.4, 0.1], [-0.5, -0.2, -1.4], [1.8, 3.5, 0.8], [-0.1, 0.0, 0.2], [0.1, -0.1, 0.0]], "total_charge": 0, "relative_energy_kj_mol": 628.4, "orbital_gap_ha": 0.371, "homo_ev": -9.5, "lumo_ha": 0.0220, "total_energy_ha": -361.64153}

3.
{"formula": "C4H7NO2", "method": "ωB97M-V/def2-TZVPD", "species": ["O", "C", "C", "N", "C", "C", "O", "H", "H", "H", "H", "H", "H", "H"], "positions_angstrom": [[2.1480, 0.0775, 0.4938], [0.8078, 0.1489, 0.8493], [-0.0345, 1.2542, 0.3110], [-1.1925, 0.7123, 0.0239], [-1.2822, -0.6648, 0.1181], [0.0116, -1.1235, 0.4730], [0.5524, -2.2259, 0.5120], [2.3116, -0.8822, 0.4242], [0.6774, 0.2241, 1.9524], [0.1240, 2.3231, 0.3071], [0.2065, 0.3439, -2.5285], [-1.9904, 1.2720, -0.2541], [-0.1950, -0.2740, -2.4150], [-2.1447, -1.1855, -0.2672]], "forces_ev_per_a": [[0.0, -0.2, 0.0], [-0.2, 0.0, 0.0], [-0.2, -0.1, 0.0], [0.1, 0.2, 0.0], [0.1, -0.1, 0.0], [0.0, -0.1, 0.1], [-0.2, 0.3, -0.1], [0.1, 0.1, 0.0], [0.0, 0.0, -0.1], [0.0, -0.1, 0.0], [0.0, -0.1, 0.0], [0.1, -0.1, 0.0], [0.1, 0.0, 0.0], [0.1, 0.1, 0.1]], "total_charge": 0, "relative_energy_kj_mol": 336.7, "orbital_gap_ha": [0.295, 0.295], "homo_ev": [-7.9, -7.9], "lumo_ha": [0.0040, 0.0040], "total_energy_ha": -361.75262}

4.
{"formula": "C4H7NO2", "method": "ωB97M-V/def2-TZVPD", "species": ["O", "C", "C", "N", "C", "C", "O", "H", "H", "H", "H", "H", "H", "H"], "positions_angstrom": [[-0.3859, 0.0012, -1.7905], [0.4264, -0.9530, -1.2663], [1.6724, -1.1461, -1.6889], [-0.2332, 1.3570, 0.8527], [0.3082, 1.8888, 1.8668], [-2.7135, -0.0193, 0.2378], [-3.3573, 0.1411, 1.1577], [-1.1983, 0.0357, -1.2617], [-0.0084, -1.5528, -0.4654], [2.2822, -1.9273, -1.2506], [2.0919, -0.5413, -2.4871], [0.3639, 1.4249, 0.0253], [1.2937, 2.3689, 1.8690], [-0.2284, 1.8787, 2.8186]], "forces_ev_per_a": [[-0.1, -0.1, 0.0], [0.3, -0.2, 0.0], [-0.1, 0.0, 0.0], [0.3, 0.2, 0.3], [-0.1, -0.1, -0.1], [-0.9, 0.2, 1.1], [0.8, -0.2, -1.1], [0.1, 0.0, -0.1], [0.1, 0.1, -0.1], [-0.1, 0.1, 0.0], [-0.1, -0.1, 0.1], [0.0, 0.0, 0.1], [-0.1, -0.1, -0.1], [0.0, 0.0, -0.1]], "total_charge": 0, "relative_energy_kj_mol": 256.4, "orbital_gap_ha": 0.360, "homo_ev": -8.9, "lumo_ha": 0.0342, "total_energy_ha": -361.78320}

5.
{"formula": "C4H7NO2", "method": "ωB97M-V/def2-TZVPD", "species": ["C", "N", "C", "O", "C", "O", "C", "H", "H", "H", "H", "H", "H", "H"], "positions_angstrom": [[-1.4911, -1.0517, 0.0647], [-0.5855, 0.0866, 0.0313], [-0.7759, 1.2277, 0.7441], [-0.0398, 2.1888, 0.6297], [0.5809, 0.1506, -0.8542], [0.4467, 0.1742, -2.0472], [1.9245, 0.0441, -0.1734], [-2.3379, -0.8083, 0.7167], [-1.8848, -1.2860, -0.9291], [-0.9881, -1.9326, 0.4822], [-1.6459, 1.2240, 1.4261], [2.5782, 0.8852, -0.4186], [2.3889, -0.8597, -0.5813], [1.8299, -0.0428, 0.9090]], "forces_ev_per_a": [[0.0, 0.0, 0.0], [0.1, 0.4, 0.0], [0.2, 0.2, 0.0], [-0.1, -0.1, 0.2], [0.0, -0.3, -0.4], [-0.1, -0.1, 0.6], [0.0, 0.0, 0.0], [0.2, 0.0, -0.1], [0.1, 0.1, 0.1], [-0.1, 0.1, -0.1], [0.1, -0.2, -0.1], [-0.3, -0.1, 0.0], [0.0, 0.1, 0.1], [0.0, 0.1, -0.1]], "total_charge": 0, "relative_energy_kj_mol": 80.1, "orbital_gap_ha": 0.396, "homo_ev": -10.0, "smiles": "CC(=O)N(C)C=O", "lumo_ha": 0.0282, "total_energy_ha": -361.85036}

6.
{"formula": "C4H7NO2", "method": "ωB97M-V/def2-TZVPD", "species": ["O", "C", "C", "O", "C", "N", "C", "H", "H", "H", "H", "H", "H", "H"], "positions_angstrom": [[-1.1467, -0.5708, 1.3956], [-1.0044, -0.0140, 0.0961], [-0.1414, 1.2899, 0.1477], [1.1820, 1.0165, 0.6405], [1.7199, -0.0962, 0.0620], [1.1455, -0.9910, -0.6215], [-0.2950, -0.9322, -0.8625], [-0.2625, -0.7879, 1.7178], [-2.0553, 0.1533, -0.2137], [-0.0326, 1.8023, -0.8297], [-0.7391, 1.8088, 0.8716], [2.7851, -0.1565, 0.2822], [-0.4609, -0.5775, -1.8869], [-0.6945, -1.9448, -0.7993]], "forces_ev_per_a": [[0.4, 0.2, -0.1], [0.3, 0.1, -0.5], [-1.1, -0.9, -0.2], [-0.6, -0.2, -0.2], [-0.1, -0.2, -0.1], [0.3, 0.2, 0.2], [0.0, -0.2, -0.2], [-0.1, 0.0, 0.1], [0.7, 0.4, -0.1], [-0.4, -0.3, 0.6], [0.6, 1.3, 0.4], [-0.1, 0.0, 0.0], [0.0, -0.1, 0.1], [0.0, 0.0, 0.0]], "total_charge": 0, "relative_energy_kj_mol": 161.5, "orbital_gap_ha": 0.387, "homo_ev": -9.7, "smiles": "O[C@@H]1CN=COC1", "lumo_ha": 0.0304, "total_energy_ha": -361.81936}